The following is a quantum chemistry calculation of a cluster of 2 separate species, ClFH2NOP in total, from the OMol25 dataset.

The total energy comes out at -28099.177 eV. As for the HOMO energy: -11.06 eV. As for the orbital gap: 9.79 eV. For the energy relative to the best compared isomer or geometry (same formula, charge and spin), the calculation gives 1.737 eV.

Each line ends with the natural charge from an NBO analysis.
Positions of all 7 atoms, in Å:
N1 0.03 -0.60 -1.14  -1.123
O1 0.38 0.22 1.41  -1.028
F1 -1.88 0.97 0.00  -0.578
P1 0.89 -0.39 0.18  1.916
Cl1 2.86 -0.51 -0.13  -0.173
H1 -0.92 -0.31 -1.01  0.411
H2 -1.36 0.62 0.70  0.574

---

The following is a quantum chemistry calculation of a structure of composition C31H22Cl2FN3O5Ru, from the OMol25 dataset.

The total charge is +1. As for the expectation value of S²: 0.765. The total energy comes out at -77550.883 eV. Its spin multiplicity is 2. As for the HOMO energy (alpha / beta): -10.34 / -10.35 eV. As for the orbital gap (alpha / beta): 5.82 / 5.77 eV.

Each line ends with the Löwdin spin population.
Positions of all 65 atoms, in Å:
Ru1 0.28 0.70 -0.23  0.835
C1 -3.28 0.90 2.08  -0.001
C2 -3.81 2.07 1.53  0.001
C3 -2.95 2.96 0.91  -0.001
C4 -1.59 2.67 0.86  0.000
N1 -1.10 1.51 1.35  -0.008
C5 -1.93 0.65 1.95  0.001
C6 -0.57 3.60 0.35  0.001
C7 -0.76 4.98 0.24  0.000
C8 0.30 5.78 -0.15  0.001
C9 1.53 5.19 -0.42  0.001
C10 1.63 3.81 -0.33  0.001
N2 0.62 3.05 0.04  0.004
H1 -3.92 0.20 2.60  0.000
H2 -4.86 2.29 1.59  0.000
H3 -3.32 3.86 0.45  0.000
H4 -1.47 -0.24 2.36  0.000
H5 -1.71 5.42 0.49  0.000
H6 0.17 6.85 -0.24  0.000
H7 2.38 5.78 -0.71  0.000
H8 2.56 3.30 -0.54  0.000
C11 -2.87 -1.96 -6.68  0.000
C12 -2.58 -0.46 -6.70  0.000
C13 -3.73 0.29 -7.38  0.000
C14 -3.40 1.76 -7.50  0.000
C15 -3.04 2.31 -6.16  0.000
C16 -3.25 3.65 -5.88  0.000
C17 -2.92 4.17 -4.63  0.000
F1 -3.15 5.46 -4.39  0.000
C18 -2.36 3.38 -3.66  0.000
C19 -2.14 2.02 -3.93  0.001
C20 -1.50 1.22 -2.89  0.000
O1 -0.97 1.80 -1.92  0.017
C21 -1.54 -0.18 -3.13  0.002
C22 -1.95 -0.66 -4.35  0.001
N3 -2.36 0.11 -5.37  0.000
C23 -2.51 1.46 -5.16  0.000
C24 -1.15 -1.23 -2.08  0.006
O2 -0.99 -2.37 -2.47  0.003
O3 -1.12 -0.80 -0.89  0.064
H9 -3.18 -2.27 -7.67  0.000
H10 -3.69 -2.18 -5.99  0.000
H11 -2.00 -2.54 -6.40  0.000
H12 -1.66 -0.29 -7.27  0.000
H13 -4.65 0.17 -6.78  0.000
H14 -3.91 -0.15 -8.36  0.000
H15 -4.24 2.32 -7.92  0.000
H16 -2.54 1.89 -8.18  0.000
H17 -3.67 4.30 -6.63  0.000
H18 -2.08 3.77 -2.70  0.000
H19 -1.91 -1.73 -4.49  0.000
Cl1 7.85 1.07 -0.48  0.003
C25 6.18 0.85 -0.15  0.010
C26 5.74 0.83 1.18  -0.003
C27 4.41 0.65 1.46  0.007
Cl2 3.84 0.60 3.07  0.002
C28 3.42 0.51 0.42  -0.004
O4 2.22 0.34 0.73  0.044
C29 3.90 0.59 -0.94  0.008
C30 2.98 0.56 -2.05  0.002
O5 1.77 0.33 -2.02  0.002
C31 5.27 0.73 -1.19  0.000
H20 6.45 0.95 1.98  0.000
H21 3.44 0.80 -3.03  -0.001
H22 5.63 0.73 -2.21  0.000

---

The following is a quantum chemistry calculation of a cluster of 12 separate species, C27H73NO12P in total, from the OMol25 dataset.

The total charge is +1. The total energy comes out at -64522.889 eV. As for the HOMO energy: -11.37 eV. As for the orbital gap: 6.80 eV.

Each line ends with the Löwdin charge.
Positions of all 114 atoms, in Å:
O1 -3.87 2.12 2.12  -0.410
P1 -4.39 0.91 1.46  0.755
C1 -3.02 -0.25 1.04  -0.317
C2 -1.81 -0.10 1.67  -0.021
C3 -0.80 -0.99 1.34  0.021
C4 -1.01 -1.98 0.40  0.003
C5 -2.24 -2.07 -0.21  -0.008
N1 -3.21 -1.22 0.13  0.130
H1 -5.22 0.17 2.32  0.034
H2 -5.08 1.20 0.26  0.033
H3 -1.65 0.67 2.40  0.128
H4 0.17 -0.88 1.81  0.136
H5 -0.22 -2.65 0.11  0.135
H6 -2.42 -2.81 -0.97  0.146
H7 -4.11 -1.34 -0.35  0.146
C6 -4.13 -3.43 3.73  -0.080
C7 -3.13 -4.57 3.77  -0.298
O2 -2.77 -4.94 2.44  -0.085
H8 -5.03 -3.72 3.18  0.070
H9 -4.42 -3.10 4.73  0.083
H10 -3.68 -2.58 3.19  0.051
H11 -3.54 -5.44 4.27  0.118
H12 -2.23 -4.26 4.31  0.080
H13 -2.38 -4.16 2.03  0.045
C8 -2.08 3.05 -2.55  -0.066
C9 -2.16 1.55 -2.40  -0.301
O3 -1.36 1.10 -1.30  -0.094
H14 -1.04 3.36 -2.68  0.081
H15 -2.66 3.40 -3.40  0.083
H16 -2.45 3.55 -1.65  0.060
H17 -1.77 1.05 -3.28  0.111
H18 -3.20 1.23 -2.25  0.097
H19 -1.68 1.54 -0.51  0.054
C10 0.09 4.73 0.93  -0.094
C11 -0.79 5.96 0.82  -0.305
O4 -1.88 5.71 -0.06  -0.086
H20 0.47 4.43 -0.05  0.073
H21 0.94 4.91 1.59  0.068
H22 -0.49 3.89 1.33  0.064
H23 -0.23 6.80 0.41  0.116
H24 -1.17 6.25 1.80  0.112
H25 -2.37 4.97 0.30  0.062
C12 -5.18 -4.23 -3.04  -0.080
C13 -6.12 -3.82 -1.92  -0.291
O5 -5.88 -2.46 -1.51  -0.112
H26 -4.14 -4.13 -2.72  0.062
H27 -5.36 -5.27 -3.32  0.085
H28 -5.32 -3.60 -3.92  0.078
H29 -5.97 -4.44 -1.04  0.105
H30 -7.16 -3.92 -2.24  0.117
H31 -6.02 -1.89 -2.27  0.082
C14 3.87 4.80 0.28  -0.088
C15 3.71 3.30 0.45  -0.311
O6 4.50 2.83 1.55  -0.091
H32 4.92 5.05 0.11  0.080
H33 3.28 5.16 -0.57  0.067
H34 3.55 5.33 1.18  0.069
H35 4.04 2.77 -0.44  0.097
H36 2.66 3.04 0.63  0.096
H37 4.21 3.29 2.34  0.077
C16 3.59 1.86 -4.50  -0.079
C17 2.73 2.41 -3.39  -0.311
O7 3.15 3.73 -3.02  -0.093
H38 4.64 1.85 -4.20  0.048
H39 3.29 0.84 -4.77  0.079
H40 3.52 2.49 -5.40  0.072
H41 2.82 1.79 -2.49  0.104
H42 1.68 2.43 -3.69  0.084
H43 3.06 4.29 -3.80  0.079
C18 -6.96 -6.58 2.01  -0.090
C19 -6.47 -7.62 1.02  -0.315
O8 -5.29 -7.19 0.34  -0.093
H44 -7.17 -5.64 1.49  0.066
H45 -7.87 -6.91 2.51  0.077
H46 -6.20 -6.37 2.76  0.064
H47 -7.22 -7.81 0.26  0.111
H48 -6.26 -8.57 1.54  0.111
H49 -4.61 -7.03 1.00  0.070
C20 -0.69 3.17 -7.15  -0.086
C21 0.67 2.66 -6.71  -0.315
O9 0.55 1.60 -5.76  -0.101
H50 -1.26 3.53 -6.29  0.068
H51 -0.59 3.99 -7.87  0.078
H52 -1.27 2.37 -7.62  0.074
H53 1.24 3.45 -6.23  0.105
H54 1.24 2.31 -7.58  0.114
H55 0.06 0.89 -6.18  0.081
C22 7.44 0.00 -1.63  -0.086
C23 7.79 0.96 -2.75  -0.305
O10 6.64 1.66 -3.23  -0.100
H56 6.70 -0.73 -1.98  0.073
H57 8.33 -0.54 -1.29  0.078
H58 7.01 0.53 -0.78  0.057
H59 8.21 0.43 -3.60  0.112
H60 8.54 1.69 -2.40  0.111
H61 6.27 2.15 -2.49  0.075
C24 0.19 -3.58 7.46  -0.086
C25 0.30 -3.85 5.98  -0.305
O11 -0.62 -3.04 5.23  -0.115
H62 -0.82 -3.78 7.81  0.078
H63 0.88 -4.22 8.02  0.080
H64 0.42 -2.54 7.69  0.074
H65 0.05 -4.89 5.75  0.113
H66 1.32 -3.66 5.62  0.110
H67 -0.40 -2.12 5.40  0.078
C26 7.86 2.32 4.11  -0.092
C27 8.47 2.36 2.72  -0.320
O12 7.90 1.37 1.86  -0.092
H68 8.00 1.34 4.55  0.075
H69 8.31 3.07 4.76  0.074
H70 6.78 2.51 4.06  0.063
H71 9.54 2.16 2.77  0.111
H72 8.33 3.35 2.27  0.108
H73 6.96 1.56 1.80  0.058

---

The following is a quantum chemistry calculation of a structure of composition C38H39ClN8PtSe2Si, from the OMol25 dataset.

The total charge is +2. The total energy comes out at -206286.410 eV. As for the HOMO energy: -11.87 eV. As for the orbital gap: 5.01 eV. For the energy relative to the best compared isomer or geometry (same formula, charge and spin), the calculation gives 3.257 eV.

Each line ends with the Löwdin charge.
Positions of all 90 atoms, in Å:
Pt1 -0.54 -0.31 -0.01  0.485
C1 2.93 2.75 -3.83  -0.066
C2 2.53 3.25 -2.59  -0.073
C3 2.17 2.37 -1.58  -0.131
C4 2.21 0.98 -1.76  -0.254
C5 2.65 0.51 -3.00  -0.075
C6 3.00 1.38 -4.03  -0.066
Si1 1.78 -0.17 -0.34  0.596
C7 2.49 -1.87 -0.69  -0.285
C8 2.10 -2.62 -1.81  -0.141
C9 2.66 -3.86 -2.08  -0.075
C10 3.63 -4.38 -1.23  -0.073
C11 4.04 -3.65 -0.13  -0.070
C12 3.47 -2.41 0.14  -0.081
C13 2.58 0.47 1.24  -0.319
C14 2.20 -0.07 2.47  -0.151
C15 2.80 0.33 3.66  -0.084
C16 3.79 1.30 3.64  -0.078
C17 4.19 1.84 2.43  -0.070
C18 3.60 1.43 1.24  -0.084
H1 3.21 3.43 -4.62  0.110
H2 2.51 4.32 -2.42  0.103
H3 1.90 2.77 -0.61  0.078
H4 2.75 -0.55 -3.18  0.088
H5 3.34 0.99 -4.97  0.110
H6 1.34 -2.24 -2.48  0.099
H7 2.34 -4.42 -2.95  0.110
H8 4.08 -5.34 -1.44  0.108
H9 4.80 -4.05 0.53  0.107
H10 3.81 -1.86 1.01  0.097
H11 1.42 -0.82 2.50  0.072
H12 2.50 -0.12 4.60  0.101
H13 4.27 1.61 4.56  0.107
H14 4.98 2.59 2.41  0.108
H15 3.95 1.84 0.31  0.100
Se1 -3.85 -4.11 -0.75  1.333
N1 -5.19 -3.18 -0.11  -0.208
C19 -4.91 -1.88 -0.15  -0.363
C20 -5.77 -0.80 0.24  0.024
C21 -5.28 0.45 0.12  -0.006
C22 -3.92 0.66 -0.33  -0.093
N2 -3.10 -0.28 -0.70  0.102
C23 -3.62 -1.54 -0.65  -0.322
N3 -2.92 -2.60 -1.05  -0.170
H16 -6.78 -1.00 0.58  0.129
H17 -5.87 1.31 0.39  0.120
H18 -3.52 1.67 -0.32  0.095
C24 -1.19 2.73 -2.08  -0.007
N4 -0.55 3.59 -1.11  -0.055
C25 -0.29 3.31 0.17  -0.673
Se2 -0.72 1.79 1.19  0.672
N5 0.36 4.35 0.72  0.134
C26 0.52 5.35 -0.23  -0.170
C27 1.12 6.60 -0.18  0.010
C28 1.11 7.34 -1.35  -0.056
C29 0.52 6.85 -2.52  -0.056
C30 -0.07 5.60 -2.57  0.001
C31 -0.05 4.87 -1.40  -0.176
H19 -1.18 1.71 -1.70  0.030
H20 -0.62 2.76 -3.00  0.105
H21 -2.21 3.07 -2.27  0.104
H22 0.71 4.34 1.66  0.165
H23 1.57 6.98 0.73  0.122
H24 1.56 8.32 -1.35  0.115
H25 0.54 7.47 -3.41  0.115
H26 -0.52 5.23 -3.48  0.121
Cl1 -1.75 -4.40 -3.68  0.698
C32 -1.25 -4.07 -2.05  -0.738
C33 -0.73 -5.00 -1.22  -0.137
C34 -0.23 -4.60 0.06  -0.088
C35 -0.11 -3.25 0.29  -0.199
N6 -0.57 -2.29 -0.54  -0.169
C36 -1.42 -2.67 -1.58  -0.373
H27 -0.63 -6.02 -1.55  0.124
H28 0.21 -5.31 0.73  0.102
H29 0.47 -2.90 1.13  0.103
H30 -1.40 -1.95 -2.40  0.136
N7 -4.18 -3.58 4.78  0.196
C37 -3.06 -2.59 4.51  -0.123
C38 -2.78 -2.47 3.01  -0.271
N8 -1.83 -1.42 2.69  0.025
H31 -4.42 -3.62 5.78  0.179
H32 -3.91 -4.53 4.50  0.177
H33 -5.02 -3.33 4.26  0.173
H34 -2.19 -2.96 5.06  0.139
H35 -3.37 -1.64 4.95  0.137
H36 -3.72 -2.28 2.48  0.107
H37 -2.38 -3.41 2.64  0.118
H38 -0.93 -1.58 3.12  0.077
H39 -2.16 -0.50 2.96  0.067

---

The following is a quantum chemistry calculation of an isolated molecule of C3H11NO2Si, from the OMol25 dataset.

As for the SMILES: CNO[Si](C)(C)O. The total energy comes out at -16753.423 eV. As for the HOMO energy: -8.95 eV. As for the orbital gap: 9.55 eV. For the energy relative to the best compared isomer or geometry (same formula, charge and spin), the calculation gives 1.954 eV.

Each line ends with the natural charge from an NBO analysis.
Positions of all 18 atoms, in Å:
C1 -1.53 -0.68 -2.01  -0.437
N1 -0.10 -0.93 -1.99  -0.301
O1 0.37 -1.02 -0.66  -0.772
Si1 0.54 0.20 0.42  2.061
C2 2.04 -0.30 1.47  -1.143
C3 -0.99 0.48 1.52  -1.152
O2 0.82 1.53 -0.50  -1.108
H1 -2.02 -1.49 -1.48  0.203
H2 -1.82 0.28 -1.56  0.168
H3 -1.84 -0.70 -3.06  0.208
H4 0.38 -0.13 -2.40  0.339
H5 2.94 -0.36 0.87  0.245
H6 2.21 0.42 2.27  0.229
H7 1.88 -1.27 1.93  0.246
H8 -1.82 0.91 0.96  0.238
H9 -1.34 -0.45 1.95  0.241
H10 -0.77 1.15 2.34  0.233
H11 1.06 2.36 -0.10  0.502

---

The following is a quantum chemistry calculation of an isolated molecule of C3H6N4, from the OMol25 dataset.

As for the SMILES: [H]/N=C1\CN=CN1N. The total energy comes out at -9164.966 eV. As for the HOMO energy: -8.69 eV. As for the orbital gap: 9.58 eV. For the energy relative to the best compared isomer or geometry (same formula, charge and spin), the calculation gives 3.890 eV.

Each line ends with the natural charge from an NBO analysis.
Positions of all 13 atoms, in Å:
H1 -0.41 2.69 -0.18  0.389
N1 -0.68 1.65 0.03  -0.727
C1 -0.01 0.66 -0.17  0.423
C2 1.48 0.50 -0.03  -0.328
N2 1.70 -0.81 0.10  -0.451
C3 0.56 -1.53 -0.15  0.234
N3 -0.49 -0.63 -0.36  -0.294
N4 -1.84 -0.88 0.12  -0.681
H2 2.18 1.22 -0.76  0.227
H3 1.71 0.87 1.02  0.235
H4 0.56 -2.58 0.07  0.224
H5 -2.54 -0.51 -0.68  0.372
H6 -2.21 -0.65 0.99  0.374

---

> What is the formula in the first record?

ClFH2NOP